Density functional theory data (the ωB97M-V functional and the def2-TZVPD basis) for a 18-piece molecular cluster, C90H209N7O18 overall in a non-equilibrium geometry.

Last column: Mulliken charge in e.
Geometry (Å):
C (6.9643, 1.3551, -2.0976)  -0.6262
C (6.4373, 2.7160, -2.3149)  -0.2691
O (5.0181, 2.6040, -2.4448)  -0.2343
H (8.0361, 1.3917, -1.7593)  0.5021
H (7.0143, 0.8127, -3.0341)  -0.1260
H (6.3477, 0.8498, -1.3702)  -0.1467
H (6.8428, 3.1446, -3.2525)  0.3180
H (6.6567, 3.3061, -1.3973)  0.3619
H (4.6714, 3.4473, -2.7767)  0.0747
C (6.3121, 1.5574, -5.8642)  -1.6620
C (4.9365, 0.9104, -5.7645)  0.4170
O (4.5163, 0.7977, -4.3987)  0.8365
H (7.0300, 1.0923, -5.2202)  0.2611
H (6.2719, 2.6433, -5.7672)  0.1924
H (6.6216, 1.3355, -6.8561)  0.5966
H (5.0734, -0.1095, -6.1555)  0.2811
H (4.1978, 1.4048, -6.4994)  0.0817
H (4.6606, 1.6469, -3.8643)  -0.7692
C (-2.6238, -1.7846, 6.1042)  -0.6893
C (-1.2702, -2.4273, 6.4215)  0.1238
O (-1.2023, -3.8629, 6.2196)  -0.2979
H (-2.4815, -0.7005, 6.0369)  0.1962
H (-3.4090, -2.1208, 6.7556)  0.4425
H (-2.8822, -2.0134, 5.0255)  -0.0164
H (-0.7690, -2.2019, 7.4009)  0.4694
H (-0.5887, -2.0452, 5.6617)  -0.4038
H (-1.6026, -4.2282, 7.0328)  0.1862
C (5.3252, -1.0178, 2.3902)  -0.9583
C (5.4453, -0.6451, 0.9128)  -0.1413
O (4.2250, -0.5967, 0.2596)  1.0333
H (4.7091, -1.9032, 2.5368)  0.0153
H (4.9031, -0.2554, 3.0851)  -0.0335
H (6.3441, -1.2609, 2.7125)  0.6178
H (6.0718, -1.4061, 0.4735)  0.2941
H (5.9562, 0.3656, 0.8270)  0.1982
H (4.4965, -0.8384, -0.6589)  -0.6294
C (-0.0759, -6.5716, -0.0734)  -0.9206
C (-1.2497, -5.6451, -0.0374)  0.3985
O (-2.1275, -5.8930, 1.0757)  -0.3784
H (0.4440, -6.5569, 0.8901)  -0.1950
H (0.6740, -6.2499, -0.8598)  0.3373
H (-0.4470, -7.5382, -0.3268)  0.4508
H (-1.9139, -5.8274, -0.8990)  0.4321
H (-0.9738, -4.6166, -0.0986)  -0.4676
H (-1.6155, -5.8368, 1.9103)  0.0759
C (-3.0781, -2.8716, -3.1351)  1.4274
C (-4.4732, -2.3058, -3.2056)  -0.1563
O (-5.4466, -3.1561, -2.6424)  -0.6676
H (-2.6576, -2.9269, -2.1286)  -0.5011
H (-2.3812, -2.2895, -3.7664)  -1.0035
H (-3.0801, -3.8599, -3.6337)  0.4986
H (-4.7154, -2.1611, -4.2577)  0.4115
H (-4.5211, -1.3099, -2.6840)  -0.2043
H (-5.1724, -3.5292, -1.8067)  0.0732
C (-0.3131, -8.4211, 3.3849)  -1.4396
C (0.7702, -7.6488, 4.0229)  1.3655
C (2.1211, -8.0460, 3.4460)  -1.3509
C (3.2451, -7.1146, 3.8917)  -0.6725
C (2.9416, -5.7659, 3.3093)  -1.6457
C (1.6454, -5.1963, 3.9003)  2.2301
N (0.6038, -6.2435, 3.5733)  1.1796
O (-0.6971, -5.7890, 3.7191)  -0.6362
C (1.6313, -4.7583, 5.3764)  -0.7385
C (1.3032, -3.9234, 3.1076)  -1.4554
C (0.7481, -7.8261, 5.5216)  -1.7512
H (-1.3392, -8.0934, 3.5944)  0.2065
H (-0.2804, -9.5019, 3.7187)  0.4889
H (-0.0746, -8.4757, 2.2621)  0.2072
H (2.2953, -9.1273, 3.6526)  0.4549
H (2.2147, -8.0363, 2.3448)  0.2349
H (4.2269, -7.5177, 3.4779)  0.3503
H (3.3843, -7.0920, 4.9477)  0.3966
H (2.8929, -5.8785, 2.2413)  0.2122
H (3.6799, -5.0785, 3.5984)  0.5179
H (2.1357, -3.7478, 5.4087)  -0.1575
H (0.6194, -4.6623, 5.7774)  0.0075
H (2.2007, -5.4138, 6.0601)  0.3691
H (2.1598, -3.2298, 3.3549)  -0.2430
H (1.1568, -4.2446, 2.0428)  0.3055
H (0.3713, -3.5277, 3.4955)  0.2800
H (-0.1564, -7.4157, 5.9138)  0.3657
H (1.5816, -7.4362, 6.0612)  0.3357
H (0.6303, -8.9150, 5.7309)  0.4391
H (-1.0035, -5.8135, 4.6622)  0.1857
C (2.0412, -2.3978, -6.7184)  -1.6026
C (1.1945, -1.1988, -6.3471)  1.9801
C (1.3056, -0.1074, -7.4892)  -0.9617
C (0.6429, -0.4174, -8.8227)  -0.8687
C (-0.8303, -0.6169, -8.6319)  -0.4715
C (-1.0193, -1.7686, -7.6195)  0.6819
N (-0.3041, -1.5021, -6.3143)  1.8101
O (-0.4323, -2.6959, -5.4722)  -0.7832
C (-2.5447, -1.8045, -7.3871)  -1.4608
C (-0.6764, -3.1358, -8.3106)  -1.7959
C (1.5163, -0.5881, -5.0084)  -1.0281
H (1.6099, -3.2764, -6.2265)  0.3417
H (3.0284, -2.1984, -6.2320)  0.0908
H (2.0926, -2.5443, -7.8039)  0.4640
H (0.9029, 0.7913, -7.0625)  0.3482
H (2.4046, 0.0541, -7.6441)  0.1655
H (0.9694, -1.3724, -9.2626)  0.2793
H (0.9233, 0.3605, -9.6205)  0.3608
H (-1.4892, -0.8300, -9.5170)  0.5096
H (-1.2630, 0.3534, -8.2288)  -0.3071
H (-2.7948, -0.8358, -6.8935)  0.1402
H (-3.0626, -1.9404, -8.3307)  0.5284
H (-2.8416, -2.6890, -6.7124)  0.2246
H (0.3527, -3.3623, -8.3112)  0.4323
H (-1.1508, -3.9475, -7.6229)  0.2781
H (-1.1635, -3.1736, -9.2718)  0.4185
H (0.7916, 0.1197, -4.7619)  -0.0724
H (2.5345, -0.2453, -4.8930)  0.1233
H (1.4114, -1.3960, -4.2538)  0.0317
H (-0.8154, -2.3824, -4.6406)  -0.1172
C (-5.1065, 0.9172, 4.9874)  -1.7117
C (-4.7821, 1.8723, 3.8204)  1.1881
C (-3.3925, 1.3286, 3.2795)  -0.3984
C (-3.0030, 1.9684, 1.9532)  -0.0058
C (-4.1471, 1.6967, 0.9418)  -0.2217
C (-5.5112, 2.2411, 1.3723)  1.8762
N (-5.7641, 1.6967, 2.7523)  1.0906
O (-6.9807, 2.1340, 3.2769)  -0.6156
C (-5.6857, 3.7989, 1.2374)  -1.5497
C (-6.6627, 1.6828, 0.5031)  -2.2436
C (-4.6844, 3.2973, 4.4078)  -1.6392
H (-5.3174, -0.0964, 4.6225)  0.2006
H (-5.9497, 1.1797, 5.7029)  0.3107
H (-4.2089, 0.7922, 5.5680)  0.4456
H (-2.7115, 1.4451, 4.1348)  0.6866
H (-3.4744, 0.2785, 3.0316)  -0.2741
H (-2.0646, 1.6252, 1.5517)  -0.0807
H (-3.0096, 3.0654, 2.0798)  0.0107
H (-4.1675, 0.6691, 0.7061)  -0.5945
H (-3.8710, 2.0661, -0.0740)  0.0702
H (-4.7835, 4.3963, 1.3976)  -0.2490
H (-6.0453, 4.0211, 0.2579)  0.6756
H (-6.4902, 4.1605, 1.9384)  0.3638
H (-6.7752, 0.6018, 0.6421)  0.1671
H (-7.5114, 2.2495, 0.6937)  0.7140
H (-6.3950, 1.8051, -0.5426)  0.4049
H (-4.1462, 3.3248, 5.3976)  0.3760
H (-5.7106, 3.6538, 4.6020)  0.4048
H (-4.1969, 3.9578, 3.6710)  0.1395
H (-7.6396, 1.4368, 3.1252)  0.3357
C (-0.3369, -1.1169, 1.7110)  -0.1538
C (0.0931, -0.6637, 0.2758)  2.3154
C (-1.2001, -0.7605, -0.6079)  0.0630
C (-0.8381, -0.2533, -1.9705)  0.4839
C (-0.4158, 1.1906, -1.8937)  0.8400
C (0.7056, 1.5182, -0.9442)  1.5473
N (0.6055, 0.7700, 0.3241)  0.3720
O (1.7147, 0.9243, 1.1327)  0.9784
C (2.0636, 1.1798, -1.7016)  0.4644
C (0.7535, 3.0147, -0.5859)  1.1438
C (1.1906, -1.5596, -0.2427)  -0.2469
H (-0.2801, -2.1730, 1.7687)  -0.5992
H (-1.3286, -0.8607, 1.8314)  -0.1708
H (0.3057, -0.7283, 2.5086)  -0.5018
H (-1.4833, -1.7577, -0.6110)  -0.5357
H (-1.9587, -0.1726, -0.1305)  -0.2729
H (-1.6862, -0.4058, -2.6805)  -0.4095
H (-0.1105, -0.8785, -2.5190)  -0.9833
H (-1.3252, 1.7512, -1.4999)  -0.4797
H (-0.1231, 1.6030, -2.8788)  0.2265
H (2.9532, 0.9692, -1.0291)  0.1780
H (2.0449, 0.2878, -2.3830)  -1.1228
H (2.1815, 1.9930, -2.3943)  -0.3149
H (0.8485, 3.5581, -1.6046)  -1.5837
H (-0.1879, 3.2439, -0.0617)  -0.3605
H (1.7322, 3.1273, -0.0323)  -0.3563
H (1.7411, -1.1304, -1.0539)  -0.4564
H (0.9156, -2.6185, -0.4354)  0.0868
H (1.9738, -1.6113, 0.5622)  -0.1385
H (2.4838, 0.3745, 0.6914)  -0.4228
C (-5.5503, -6.4170, 1.3980)  -1.3077
C (-6.0112, -5.5095, 0.2884)  1.3716
C (-7.4924, -5.0467, 0.4138)  -1.4817
C (-7.6524, -4.1036, 1.6085)  -0.8310
C (-6.7969, -2.9090, 1.3323)  -1.3017
C (-5.3198, -3.1860, 1.2061)  2.2537
N (-5.1930, -4.2628, 0.1374)  0.6382
O (-3.8788, -4.5430, -0.1578)  0.4431
C (-4.6760, -1.9679, 0.6581)  -0.8833
C (-4.7115, -3.5700, 2.5013)  -1.7217
C (-5.9298, -6.2329, -1.0863)  -1.9265
H (-5.8712, -5.9843, 2.3076)  0.3684
H (-4.4513, -6.4917, 1.4056)  -0.1363
H (-5.9585, -7.4266, 1.4868)  0.4807
H (-7.8061, -4.4776, -0.4427)  0.3383
H (-8.0773, -5.9373, 0.5869)  0.4481
H (-7.4143, -4.6240, 2.5150)  0.3636
H (-8.6930, -3.9573, 1.6530)  0.4793
H (-6.8452, -2.1203, 2.1519)  0.1864
H (-7.1609, -2.5408, 0.3225)  0.3113
H (-3.6006, -2.0002, 0.6854)  -0.2314
H (-5.0042, -1.7978, -0.3508)  0.7557
H (-4.9042, -1.0594, 1.2598)  -0.3681
H (-5.2449, -4.2943, 3.0477)  0.6610
H (-3.6571, -3.9507, 2.3388)  0.1777
H (-4.6616, -2.6777, 3.1797)  -0.0265
H (-6.4347, -7.2193, -1.0276)  0.4340
H (-4.8609, -6.4916, -1.2246)  0.2886
H (-6.3040, -5.6360, -1.8804)  0.4145
H (-3.3469, -4.8824, 0.6337)  0.3325
C (6.3027, 1.6991, 7.0177)  -1.6051
C (5.8579, 0.8928, 5.8588)  1.3041
C (6.4172, -0.5654, 5.9230)  -0.5559
C (5.6343, -1.4867, 6.8357)  -1.1207
C (4.1204, -1.4726, 6.5038)  -0.4297
C (3.4961, -0.0667, 6.4277)  1.6688
N (4.4123, 0.8388, 5.6280)  1.2007
O (3.8657, 2.1830, 5.5304)  -0.5640
C (2.1497, -0.0937, 5.5792)  -2.1866
C (3.1701, 0.4404, 7.8752)  -1.6916
C (6.4583, 1.6679, 4.6415)  -2.2397
H (7.4410, 1.6021, 7.0442)  0.4037
H (5.8960, 1.3787, 7.9418)  0.3512
H (6.0316, 2.7508, 6.8860)  0.3299
H (6.3118, -0.9595, 4.9128)  -0.3478
H (7.4513, -0.5356, 6.1463)  0.5390
H (5.8167, -1.2055, 7.8996)  0.3604
H (6.0062, -2.4683, 6.7255)  0.6290
H (3.5768, -2.0445, 7.2584)  0.5398
H (3.9160, -1.9634, 5.5521)  -0.2672
H (1.6033, 0.8034, 5.5976)  0.3471
H (2.4200, -0.2422, 4.5946)  0.5743
H (1.5291, -0.9436, 5.9303)  0.0862
H (2.6286, 1.3486, 7.7748)  0.3928
H (2.6278, -0.3123, 8.4114)  0.4467
H (4.0818, 0.4900, 8.5661)  0.2995
H (5.7922, 2.3653, 4.3499)  0.6178
H (6.7169, 1.0908, 3.7876)  0.2868
H (7.4031, 2.0258, 4.9734)  0.5376
H (3.4488, 2.1796, 4.6665)  0.2481
C (-3.8539, 4.4887, -2.2914)  -1.5050
C (-2.8018, 5.4192, -1.6637)  2.3492
C (-1.6810, 5.4694, -2.7339)  -0.7656
C (-0.6969, 6.5539, -2.5205)  1.6692
C (-1.4252, 7.9039, -2.4471)  -1.4832
C (-2.4673, 7.9130, -1.3459)  1.3637
N (-3.3605, 6.7814, -1.6599)  0.1400
O (-4.5123, 6.9318, -0.8599)  -0.5246
C (-1.8170, 8.0576, 0.0457)  -1.3163
C (-3.2977, 9.2710, -1.4964)  -1.8133
C (-2.3951, 4.8789, -0.3272)  1.2591
H (-3.4154, 3.4814, -2.3909)  -0.0889
H (-4.1390, 4.9242, -3.2362)  0.7544
H (-4.7405, 4.3418, -1.6689)  -0.2448
H (-1.1563, 4.4601, -2.7135)  -0.7579
H (-2.1222, 5.6267, -3.7458)  0.5928
H (0.0686, 6.4426, -3.3485)  0.0965
H (-0.2197, 6.4706, -1.5543)  -1.2216
H (-1.9656, 8.1467, -3.3985)  0.3289
H (-0.6181, 8.7181, -2.3733)  0.3515
H (-2.5354, 7.8636, 0.8079)  0.3214
H (-1.0103, 7.3632, 0.2112)  -0.0254
H (-1.3884, 9.0377, 0.2011)  0.4507
H (-2.6819, 10.0872, -1.2369)  0.4677
H (-3.8392, 9.4919, -2.4868)  0.2932
H (-4.1263, 9.2905, -0.7613)  0.3853
H (-3.2501, 4.8602, 0.3237)  -0.7901
H (-1.6287, 5.4958, 0.1820)  -0.3513
H (-2.1370, 3.8512, -0.4474)  -0.4798
H (-4.4015, 6.7207, 0.0978)  0.3695
C (2.2300, 3.6313, -4.6441)  1.6722
C (3.3309, 4.6352, -4.9420)  0.3336
C (2.8825, 6.0301, -5.2584)  -1.5254
O (4.1866, 4.7434, -3.7756)  -0.5544
H (1.8005, 3.9798, -3.6836)  -0.8200
H (2.5871, 2.6472, -4.6394)  -1.0422
H (1.4022, 3.7635, -5.3881)  0.4409
H (4.0190, 4.3484, -5.7807)  0.2671
H (2.4169, 6.1038, -6.2453)  0.4744
H (3.7649, 6.6147, -5.2086)  0.4688
H (2.2522, 6.4736, -4.4676)  0.0273
H (3.7159, 5.2484, -3.1016)  0.3321
C (0.1357, 2.6609, 3.9367)  -0.0790
C (1.1115, 3.6878, 3.3702)  2.0693
C (1.3856, 4.7782, 4.3443)  -1.7536
O (2.3678, 2.9519, 3.1576)  -0.1690
H (-0.7358, 3.1002, 4.4041)  0.4497
H (0.7224, 2.1856, 4.7133)  -0.4510
H (-0.1093, 1.8835, 3.2574)  -0.4827
H (0.7697, 4.0203, 2.3831)  -0.6417
H (2.3934, 5.1345, 4.0717)  0.3497
H (1.4660, 4.3414, 5.3128)  0.4612
H (0.6876, 5.6515, 4.4297)  0.3217
H (2.1407, 2.3151, 2.4461)  0.0055
C (-2.6434, 2.8017, -6.1101)  -1.7395
C (-2.8445, 1.8821, -4.9519)  2.5025
C (-4.2836, 1.3547, -4.9243)  -1.4516
O (-1.9356, 0.8061, -4.9663)  0.8682
H (-2.6589, 2.2882, -7.0661)  0.4425
H (-1.6875, 3.3207, -5.9847)  0.1899
H (-3.3929, 3.6050, -6.1353)  0.4352
H (-2.7103, 2.4729, -4.0344)  -1.3131
H (-4.4101, 0.5340, -4.2101)  0.0943
H (-4.5621, 0.9663, -5.9304)  0.3528
H (-4.9208, 2.2207, -4.7434)  0.4651
H (-1.6956, 0.3736, -5.8108)  -0.7006
C (5.2964, -2.8469, -3.9915)  -1.5658
C (4.5006, -2.3794, -2.7478)  1.8972
C (4.7350, -3.4219, -1.5856)  -1.3698
O (4.8874, -1.0835, -2.3278)  -0.3139
H (6.3917, -2.7318, -3.9177)  0.3028
H (5.0279, -2.2782, -4.8604)  0.1443
H (5.1711, -3.9169, -4.1119)  0.4710
H (3.4420, -2.4404, -3.0440)  -0.4538
H (3.9792, -3.3297, -0.7425)  0.1123
H (5.7724, -3.3408, -1.1617)  0.2949
H (4.6320, -4.5236, -1.9547)  0.4105
H (4.6052, -0.4637, -3.0155)  -0.1985
C (1.8169, 6.8193, 0.5262)  -1.1418
C (3.1019, 6.5167, -0.2045)  0.3721
C (3.9700, 5.4630, 0.5224)  -1.1729
O (2.9172, 5.9621, -1.4759)  -0.4569
H (1.3256, 5.9119, 0.9029)  0.0111
H (1.2007, 7.3338, -0.2276)  0.4446
H (2.0836, 7.4820, 1.3304)  0.6675
H (3.7124, 7.3958, -0.3154)  0.3808
H (3.3029, 4.5607, 0.7674)  0.0137
H (4.3302, 5.8012, 1.4550)  0.5586
H (4.7472, 5.1750, -0.1422)  0.3226
H (2.0954, 6.1465, -1.9025)  0.1015

Density functional theory data (the ωB97M-V functional and the def2-TZVPD basis) for C6H10O2S in the gas phase in a non-equilibrium geometry.

Last column: Mulliken charge in e.
Geometry (Å):
C (-0.7064, -0.1803, 2.5377)  -0.8780
C (0.3165, -0.8156, -0.2333)  0.8126
C (-0.0008, 0.4913, -0.4509)  0.0963
C (0.3330, -0.9485, 2.2251)  0.0625
C (0.0791, -1.7911, -1.3160)  -1.1099
C (-0.4793, 1.1317, -1.7236)  -1.3765
O (-0.1109, 2.9908, 0.4784)  -0.5986
O (0.8010, -1.3554, 0.9143)  -0.4320
S (0.6419, 1.7699, 0.7174)  0.4044
H (-1.2381, 0.2237, 1.6809)  0.4244
H (1.1284, -1.3582, 2.9553)  0.3134
H (-0.8424, 0.0035, 3.5573)  0.2906
H (0.1232, -1.1642, -2.2952)  0.2259
H (-0.8599, -2.2323, -1.2693)  0.2787
H (0.9007, -2.5050, -1.4321)  0.3644
H (0.2337, 0.8180, -2.5527)  0.3631
H (-0.5340, 2.3099, -1.6843)  0.3569
H (-1.5841, 0.9517, -1.9230)  0.2781
H (1.7984, 1.6601, -0.1859)  0.1236

As for the energy above the lowest of the compared OMol25 structures with the same formula, charge and spin: 3.142 eV.

no.,orbital gap (eV),HOMO energy (eV),LUMO (eV)
1,8.31,-7.936,0.37
2,9.37,-8.770,0.60